(1)
Entry from OMol25: a structure of composition C10H5BeClF8MgN4O7S4 in a non-equilibrium geometry (the ωB97M-V functional and the def2-TZVPD basis).

```
41
Properties=species:S:1:pos:R:3:nbo_charge:R:1
O 2.779 -3.370 -0.827 -0.39
C 2.823 -2.640 -1.746 0.95
F 3.343 -3.081 -2.909 -0.30
N 2.241 -1.306 -1.586 -0.52
C 3.028 -0.304 -2.188 0.95
O 4.091 -0.445 -2.656 -0.42
F 2.471 1.020 -2.318 -0.45
C 0.847 -1.275 -2.026 0.13
C -0.144 -1.252 -0.949 -0.22
C -1.548 -1.283 -1.171 -0.05
C -2.025 -1.325 -2.534 0.05
N -3.307 -1.390 -2.964 -0.49
S -3.227 -1.416 -4.583 1.10
N -1.610 -1.340 -4.888 -0.65
C -1.064 -1.322 -3.657 0.13
C 0.370 -1.310 -3.399 -0.43
S 1.447 -1.374 -4.878 0.41
H 0.202 -1.226 0.096 0.31
H -2.247 -1.307 -0.319 0.31
H 1.778 -0.071 -5.229 0.11
Mg 0.674 1.421 -3.523 1.39
Cl 3.320 -2.815 -5.056 0.09
C 0.849 2.829 4.032 0.73
F 1.983 3.267 3.482 -0.30
F 1.164 1.856 4.879 -0.28
F 0.349 3.829 4.761 -0.30
S -0.346 2.261 2.770 2.19
O 0.316 1.172 2.082 -0.89
O -0.604 3.418 1.958 -0.85
N -1.518 1.829 3.740 -0.98
S -2.784 1.276 2.937 2.19
O -2.590 0.018 2.260 -0.89
O -3.525 2.252 2.194 -0.84
C -3.830 0.888 4.386 0.73
F -4.066 1.977 5.118 -0.29
F -3.240 -0.002 5.188 -0.30
F -5.005 0.385 4.019 -0.29
Be -0.062 0.919 -6.952 0.39
O 2.685 0.047 4.306 -0.93
H 2.991 -0.056 3.400 0.46
H 2.988 -0.754 4.749 0.47
```

Values from the calculation:
- highest occupied orbital energy (eV) = -13.42
- charge = +2
- energy above the lowest of the compared OMol25 structures with the same formula, charge and spin (kJ/mol) = 0.0


(2)
Entry from OMol25: a cluster of 14 separate species, C56H154N14O14 in total in a non-equilibrium geometry (the ωB97M-V functional and the def2-TZVPD basis).

```
238
Properties=species:S:1:pos:R:3:lowdin_charge:R:1
C -20.555 -1.811 -12.233 -0.05
C -19.148 -1.287 -11.999 -0.45
C -18.975 0.156 -12.402 -0.21
O -19.341 0.307 -13.755 -0.20
C -19.011 1.557 -14.297 -0.13
N -18.769 -1.433 -10.605 0.05
H -21.294 -1.316 -11.595 0.09
H -20.604 -2.863 -11.926 0.07
H -20.848 -1.735 -13.278 0.06
H -18.511 -1.899 -12.653 0.11
H -17.901 0.404 -12.256 0.12
H -19.459 0.943 -11.801 0.13
H -19.412 2.389 -13.695 0.09
H -19.431 1.678 -15.293 0.07
H -17.915 1.625 -14.314 0.08
H -19.078 -2.286 -10.156 0.06
H -17.752 -1.487 -10.554 0.07
C -18.706 -7.315 -21.150 -0.07
C -18.742 -6.599 -19.792 -0.39
C -17.701 -5.476 -19.862 -0.20
O -17.583 -4.883 -18.582 -0.21
C -16.325 -4.264 -18.399 -0.10
N -20.119 -6.054 -19.632 0.06
H -18.971 -6.688 -22.003 0.08
H -19.500 -8.069 -21.136 0.08
H -17.759 -7.836 -21.313 0.08
H -18.602 -7.302 -18.970 0.14
H -18.069 -4.775 -20.622 0.12
H -16.748 -5.849 -20.256 0.12
H -16.217 -3.328 -18.962 0.07
H -15.543 -4.964 -18.717 0.09
H -16.146 -4.045 -17.346 0.08
H -20.067 -5.670 -18.674 0.04
H -20.209 -5.171 -20.161 0.05
C -20.658 6.808 -14.138 -0.07
C -19.538 6.647 -15.157 -0.44
C -19.043 5.221 -15.275 -0.23
O -18.023 5.205 -16.237 -0.17
C -17.459 3.950 -16.393 -0.12
N -20.001 7.218 -16.437 0.04
H -21.066 7.812 -14.175 0.07
H -20.301 6.609 -13.125 0.08
H -21.457 6.091 -14.349 0.08
H -18.645 7.199 -14.842 0.14
H -19.861 4.534 -15.550 0.12
H -18.622 4.854 -14.329 0.13
H -17.256 3.423 -15.452 0.08
H -16.535 4.004 -16.961 0.08
H -18.136 3.269 -16.927 0.08
H -20.802 6.686 -16.784 0.07
H -19.273 6.969 -17.120 0.07
C -21.003 -7.347 -7.406 -0.08
C -21.549 -6.893 -8.758 -0.43
C -20.504 -6.992 -9.835 -0.22
O -21.033 -6.607 -11.085 -0.18
C -20.066 -6.686 -12.104 -0.10
N -22.744 -7.696 -9.071 0.05
H -21.802 -7.526 -6.689 0.07
H -20.357 -6.578 -6.958 0.08
H -20.394 -8.257 -7.413 0.07
H -21.799 -5.834 -8.615 0.14
H -20.064 -8.003 -9.899 0.13
H -19.649 -6.359 -9.540 0.12
H -19.576 -7.669 -12.164 0.09
H -19.246 -5.969 -11.946 0.07
H -20.573 -6.456 -13.038 0.06
H -23.593 -7.178 -8.882 0.07
H -22.777 -7.929 -10.059 0.06
C -14.753 -9.665 -11.748 -0.06
C -16.224 -9.645 -12.108 -0.44
C -16.478 -9.214 -13.547 -0.22
O -16.323 -7.829 -13.698 -0.20
C -16.329 -7.317 -14.992 -0.11
N -16.757 -11.009 -11.889 0.03
H -14.259 -8.770 -12.141 0.08
H -14.231 -10.495 -12.233 0.08
H -14.637 -9.774 -10.673 0.08
H -16.831 -9.035 -11.436 0.11
H -17.485 -9.525 -13.861 0.12
H -15.757 -9.735 -14.199 0.13
H -16.781 -6.328 -15.005 0.06
H -16.953 -7.958 -15.635 0.09
H -15.346 -7.287 -15.475 0.09
H -16.403 -11.653 -12.599 0.07
H -17.764 -11.020 -12.060 0.07
C -16.397 -4.756 -12.122 -0.06
C -16.745 -4.927 -10.658 -0.43
C -16.654 -6.374 -10.225 -0.22
O -17.006 -6.434 -8.854 -0.20
C -17.109 -7.753 -8.372 -0.10
N -15.861 -4.023 -9.887 0.05
H -17.147 -5.188 -12.790 0.05
H -15.394 -5.092 -12.386 0.09
H -16.420 -3.688 -12.356 0.06
H -17.752 -4.569 -10.419 0.13
H -15.670 -6.824 -10.420 0.14
H -17.420 -6.951 -10.767 0.10
H -16.163 -8.028 -7.899 0.09
H -17.406 -8.452 -9.156 0.08
H -17.868 -7.745 -7.590 0.08
H -16.165 -3.987 -8.917 0.07
H -14.931 -4.444 -9.857 0.08
C -20.754 -7.615 -16.057 -0.06
C -22.020 -7.789 -16.869 -0.43
C -22.770 -6.485 -17.125 -0.23
O -23.992 -6.767 -17.760 -0.18
C -24.646 -5.555 -18.090 -0.10
N -21.714 -8.494 -18.128 0.05
H -20.116 -8.495 -16.066 0.07
H -20.978 -7.344 -15.024 0.06
H -20.173 -6.792 -16.500 0.06
H -22.745 -8.395 -16.300 0.14
H -22.088 -5.863 -17.723 0.10
H -22.975 -5.962 -16.179 0.12
H -25.647 -5.799 -18.431 0.09
H -24.053 -5.081 -18.881 0.08
H -24.689 -4.881 -17.228 0.07
H -21.106 -7.838 -18.633 0.03
H -22.555 -8.588 -18.686 0.06
C -26.154 -6.779 -14.389 -0.05
C -26.090 -5.604 -13.440 -0.44
C -25.522 -4.368 -14.117 -0.21
O -24.121 -4.435 -14.390 -0.22
C -23.297 -4.388 -13.234 -0.09
N -27.435 -5.343 -12.943 0.03
H -26.733 -7.575 -13.914 0.08
H -25.168 -7.169 -14.637 0.08
H -26.700 -6.549 -15.306 0.08
H -25.487 -5.795 -12.549 0.13
H -25.652 -3.426 -13.562 0.12
H -25.979 -4.175 -15.093 0.12
H -23.139 -5.405 -12.860 0.08
H -23.749 -3.763 -12.459 0.10
H -22.337 -3.992 -13.564 0.07
H -27.564 -4.487 -12.415 0.07
H -28.163 -5.309 -13.648 0.07
C -15.425 -1.309 -14.003 -0.07
C -14.036 -1.566 -13.444 -0.43
C -13.135 -2.051 -14.556 -0.23
O -11.914 -2.522 -14.021 -0.18
C -11.101 -3.043 -15.039 -0.12
N -13.539 -0.350 -12.750 0.04
H -16.042 -0.695 -13.351 0.07
H -15.932 -2.267 -14.172 0.06
H -15.414 -0.910 -15.025 0.07
H -14.092 -2.306 -12.639 0.13
H -12.965 -1.236 -15.274 0.13
H -13.597 -2.901 -15.083 0.13
H -10.147 -3.318 -14.588 0.09
H -10.951 -2.378 -15.890 0.09
H -11.518 -4.005 -15.371 0.09
H -12.520 -0.445 -12.664 0.07
H -13.581 0.418 -13.436 0.07
C -19.301 -4.245 -14.836 -0.05
C -19.743 -3.136 -15.756 -0.37
C -18.588 -2.164 -15.926 -0.22
O -18.869 -1.168 -16.857 -0.17
C -17.812 -0.294 -17.006 -0.12
N -20.032 -3.753 -17.112 0.08
H -18.475 -4.798 -15.295 0.07
H -20.100 -4.983 -14.723 0.06
H -19.015 -3.954 -13.823 0.06
H -20.628 -2.582 -15.433 0.12
H -17.676 -2.671 -16.266 0.11
H -18.333 -1.713 -14.953 0.11
H -16.872 -0.717 -17.383 0.08
H -17.590 0.204 -16.053 0.07
H -18.032 0.546 -17.667 0.08
H -19.148 -4.232 -17.355 0.04
H -19.986 -2.940 -17.736 0.04
C -22.046 1.815 -16.703 -0.06
C -21.623 1.035 -17.947 -0.41
C -22.032 -0.414 -17.887 -0.21
O -23.402 -0.505 -17.537 -0.18
C -23.758 -1.816 -17.171 -0.10
N -22.125 1.693 -19.187 0.04
H -21.819 1.285 -15.766 0.08
H -23.135 1.899 -16.667 0.08
H -21.581 2.800 -16.655 0.06
H -20.537 1.112 -18.093 0.11
H -21.410 -0.928 -17.140 0.11
H -21.868 -0.911 -18.856 0.12
H -24.784 -1.908 -16.825 0.09
H -23.084 -2.179 -16.388 0.08
H -23.660 -2.466 -18.052 0.08
H -23.140 1.776 -19.088 0.07
H -21.796 2.647 -19.281 0.05
C -18.877 2.345 -20.206 -0.06
C -18.410 2.669 -21.615 -0.43
C -17.800 4.033 -21.760 -0.23
O -18.780 5.033 -21.625 -0.17
C -18.409 6.245 -22.216 -0.12
N -17.418 1.665 -21.968 0.04
H -18.071 2.535 -19.488 0.06
H -19.280 1.341 -20.093 0.05
H -19.637 3.042 -19.828 0.07
H -19.327 2.619 -22.224 0.14
H -17.327 4.101 -22.757 0.12
H -16.932 4.216 -21.107 0.13
H -17.894 6.899 -21.503 0.09
H -19.309 6.784 -22.523 0.09
H -17.804 6.135 -23.121 0.08
H -17.812 0.726 -21.977 0.03
H -16.989 1.780 -22.882 0.08
C -13.788 -2.062 -19.736 -0.07
C -14.499 -0.733 -19.647 -0.44
C -13.493 0.413 -19.804 -0.21
O -13.773 1.566 -19.051 -0.18
C -14.930 2.253 -19.464 -0.13
N -15.658 -0.696 -20.546 0.05
H -14.455 -2.925 -19.688 0.04
H -13.087 -2.195 -18.907 0.08
H -13.211 -2.174 -20.661 0.09
H -14.896 -0.607 -18.631 0.12
H -13.384 0.741 -20.852 0.13
H -12.489 0.075 -19.540 0.12
H -14.881 2.482 -20.538 0.09
H -14.942 3.202 -18.918 0.08
H -15.881 1.763 -19.222 0.07
H -15.930 0.269 -20.762 0.02
H -15.400 -0.995 -21.492 0.08
C -19.365 -1.799 -20.313 -0.04
C -19.392 -2.144 -21.798 -0.42
C -20.704 -2.764 -22.245 -0.19
O -20.805 -4.033 -21.622 -0.24
C -21.968 -4.751 -21.961 -0.10
N -19.034 -0.932 -22.582 0.04
H -19.744 -2.666 -19.766 0.06
H -19.974 -0.920 -20.099 0.06
H -18.325 -1.689 -20.008 0.07
H -18.552 -2.828 -21.982 0.13
H -20.817 -2.897 -23.328 0.13
H -21.494 -2.084 -21.879 0.14
H -22.270 -4.612 -23.006 0.09
H -22.840 -4.470 -21.354 0.09
H -21.782 -5.804 -21.762 0.08
H -19.777 -0.247 -22.399 0.08
H -19.120 -1.139 -23.577 0.08
```

Values from the calculation:
- highest occupied orbital energy (eV) = -8.60
- charge = 0
- energy above the lowest of the compared OMol25 structures with the same formula, charge and spin (kJ/mol) = 98.7


(3)
Entry from OMol25: a structure of composition C34H31Cl3IN6OPRuS2Si (the ωB97M-V functional and the def2-TZVPD basis).

```
81
Properties=species:S:1:pos:R:3:lowdin_spin:R:1
Ru 0.159 -1.204 -0.092 0.60
C -4.201 0.512 2.916 0.01
S -3.114 -0.739 3.616 0.01
C -1.838 -0.842 2.427 0.02
S -1.847 0.072 0.998 0.20
N -0.877 -1.652 2.792 0.00
N 0.134 -1.734 1.902 0.00
C 1.239 -2.206 2.369 -0.01
C 2.389 -2.175 1.513 0.00
C 3.633 -2.650 1.902 0.00
C 4.717 -2.466 1.067 0.00
C 4.522 -1.790 -0.130 0.00
C 3.254 -1.369 -0.467 0.00
N 2.192 -1.571 0.317 -0.01
H -5.050 0.571 3.595 0.00
H -4.549 0.219 1.928 0.00
H -3.704 1.479 2.865 0.00
H 1.289 -2.542 3.397 0.00
H 3.728 -3.148 2.858 0.00
H 5.696 -2.831 1.345 0.00
H 5.336 -1.598 -0.814 0.00
H 3.080 -0.861 -1.405 0.00
I 0.627 -0.993 -2.784 0.02
C 0.347 0.946 -3.536 0.00
C -0.214 0.924 -4.782 0.00
C -0.257 2.080 -5.581 0.00
C 0.317 3.220 -5.113 0.00
C 0.885 3.275 -3.816 0.00
C 1.467 4.493 -3.399 0.00
C 1.986 4.623 -2.149 0.00
C 1.875 3.548 -1.258 0.00
C 1.342 2.324 -1.606 0.01
P 0.942 1.315 -0.096 0.05
C 2.469 1.352 0.900 0.00
C 3.729 1.651 0.384 0.00
C 4.859 1.549 1.184 0.00
C 4.747 1.135 2.503 0.00
C 3.501 0.801 3.016 0.00
C 2.373 0.893 2.216 0.00
C -0.150 2.584 0.653 0.00
C -1.265 2.942 -0.108 0.00
C -2.159 3.890 0.352 0.00
C -1.952 4.496 1.587 0.00
C -0.842 4.154 2.340 0.00
C 0.062 3.205 1.875 0.00
C 0.871 2.137 -2.949 0.00
H -0.603 -0.004 -5.180 0.00
H -0.707 2.038 -6.563 0.00
H 0.345 4.116 -5.719 0.00
H 1.476 5.322 -4.096 0.00
H 2.427 5.554 -1.818 0.00
H 2.176 3.717 -0.232 0.00
H 3.836 1.969 -0.644 0.00
H 5.829 1.794 0.772 0.00
H 5.628 1.061 3.126 0.00
H 3.406 0.462 4.040 0.00
H 1.409 0.598 2.619 0.00
H -1.442 2.466 -1.068 0.00
H -3.019 4.156 -0.248 0.00
H -2.648 5.240 1.951 0.00
H -0.666 4.632 3.295 0.00
H 0.931 2.974 2.473 0.00
C -5.645 -4.584 -0.632 0.00
N -4.449 -3.790 -0.454 0.00
C -4.016 -2.745 -1.363 0.00
C -2.673 -2.392 -0.755 0.00
O -1.883 -1.571 -1.240 0.06
N -2.435 -3.136 0.331 0.01
C -3.475 -3.974 0.448 0.00
N -3.505 -4.894 1.407 0.00
H -6.441 -3.948 -1.014 0.00
H -5.981 -4.980 0.325 0.00
H -5.486 -5.408 -1.330 0.00
H -4.692 -1.887 -1.361 0.00
H -3.890 -3.111 -2.383 0.00
H -2.680 -4.977 1.978 0.00
H -4.182 -5.635 1.420 0.00
Cl 0.183 -4.876 1.104 0.00
Si 0.207 -3.600 -0.535 0.01
Cl 2.011 -4.114 -1.474 0.00
Cl -1.090 -4.489 -1.912 0.00
```

Values from the calculation:
- highest occupied orbital energy (alpha / beta) (eV) = -9.63 / -10.03
- spin multiplicity = 2
- charge = +1
- energy above the lowest of the compared OMol25 structures with the same formula, charge and spin (kJ/mol) = 48.8


What is the energy above the lowest of the compared OMol25 structures with the same formula, charge and spin in the first record? 0.0 kJ/mol